This record from OMol25 describes one molecule with the formula C5H8O2. The level of theory is ωB97M-V with the def2-TZVPD basis set.

Calculated values
largest force on an atom: 5.1 eV/A
orbital gap: 10.31 eV
calculated total energy: -9407.6068 eV
HOMO energy: -0.364 Ha
SMILES: O=CCCCC=O
energy above the lowest of the compared OMol25 structures with the same formula, charge and spin: 2.225 eV
lowest unoccupied orbital energy: 0.418 eV

```
15
Properties=species:S:1:pos:R:3:mulliken_charge:R:1
O -0.72339 -1.76781 1.85096 -0.498
C -0.32008 -0.67335 1.36689 -0.014
C 1.16053 -0.37944 0.60049 -0.490
C 1.37197 1.05533 0.07948 -0.450
C 0.52484 1.11870 -1.21255 -0.480
C -0.87362 0.71282 -1.15914 -0.070
O -1.38502 -0.35078 -1.49710 -0.472
H -0.83549 0.24131 1.75405 0.310
H 1.37435 -1.10910 -0.21172 0.326
H 1.80480 -0.61414 1.46259 0.327
H 2.42817 1.32140 -0.21931 0.267
H 0.92390 1.89493 0.74537 0.298
H 1.11894 0.49565 -1.86116 0.326
H 0.47117 2.16494 -1.56623 0.299
H -1.60046 1.54945 -0.98546 0.320
```

***

This record from OMol25 describes a 6-piece molecular cluster, C30H69N3O6 overall. The level of theory is ωB97M-V with the def2-TZVPD basis set.

Calculated values
largest force on an atom: 2.8 eV/A
orbital gap: 8.50 eV
calculated total energy: -48978.0431 eV
HOMO energy: -0.298 Ha
SMILES: CC1(C)CCCC(C)(C)N1O.CC1(C)CCCC(C)(C)N1O.CC1(C)CCCC(C)(C)N1O.CO.CO.CO
energy above the lowest of the compared OMol25 structures with the same formula, charge and spin: 5.461 eV
lowest unoccupied orbital energy: 0.388 eV

```
108
Properties=species:S:1:pos:R:3:mulliken_charge:R:1
C 8.25946 15.68013 -12.21761 -0.113
O 6.82644 15.67750 -12.21118 -0.521
H 8.59227 16.64137 -12.60461 0.309
H 8.58423 15.41725 -11.20840 0.297
H 8.66775 14.95676 -12.93593 -0.198
H 6.61909 14.76123 -11.98912 0.271
C 9.78955 15.10134 -15.82907 -0.508
O 8.99602 15.45010 -16.93970 -0.623
H 10.81226 15.47924 -15.71765 0.450
H 9.24703 15.47573 -14.95190 0.292
H 10.03471 14.03537 -15.70646 -0.075
H 8.26332 14.82133 -16.92514 0.375
C 12.13376 13.63984 -13.09408 -0.413
O 11.30929 12.46693 -13.28134 -0.516
H 12.46239 13.75003 -12.05215 0.090
H 13.03278 13.54632 -13.70630 0.311
H 11.51351 14.52201 -13.27623 0.201
H 10.46760 12.88912 -13.47032 0.259
C 13.40886 13.03248 -17.99699 -1.863
C 12.28667 11.98636 -17.99599 1.716
C 10.99185 12.55894 -18.61799 -0.513
C 11.02505 12.56819 -20.13381 -1.092
C 11.16621 11.12687 -20.64380 -1.137
C 12.48569 10.55917 -20.13526 1.374
N 12.61369 10.75692 -18.68929 0.389
O 13.78960 10.16170 -18.18059 -0.504
C 12.38341 9.04810 -20.43983 -1.916
C 13.70993 11.05806 -20.90267 -1.703
C 11.89343 11.68553 -16.52730 -1.276
H 14.24338 12.49892 -17.52660 0.480
H 13.20149 13.85720 -17.31522 0.338
H 13.75942 13.39507 -18.96018 0.319
H 10.08764 12.05680 -18.24681 0.205
H 10.73261 13.55726 -18.24016 0.233
H 11.90963 13.16128 -20.38059 0.313
H 10.12349 13.05007 -20.51507 0.462
H 11.33679 11.26847 -21.71725 0.444
H 10.25620 10.55002 -20.51470 0.404
H 13.23718 8.44750 -20.09586 0.401
H 11.50273 8.51286 -20.08350 0.382
H 12.46514 8.81822 -21.50861 0.430
H 14.61138 10.56143 -20.53351 0.359
H 13.62655 10.70570 -21.93244 0.504
H 13.92329 12.12074 -20.80625 0.309
H 12.46242 10.92359 -15.99097 0.494
H 10.84643 11.39669 -16.45017 0.108
H 12.00183 12.59938 -15.93924 0.023
H 13.43216 9.52809 -17.54874 0.377
C 10.37406 11.77646 -7.93094 -1.611
C 11.55576 12.15637 -6.98418 1.534
C 12.79880 12.31323 -7.90279 -1.268
C 12.89391 13.68802 -8.57385 -0.285
C 12.84273 14.80168 -7.52146 -1.147
C 11.54588 14.73713 -6.72641 1.428
N 11.34438 13.37392 -6.22137 0.348
O 10.23077 13.26740 -5.35425 -0.502
C 11.68774 15.68976 -5.56481 -2.066
C 10.33440 15.21520 -7.57795 -1.447
C 11.83985 10.96763 -6.08812 -1.980
H 10.56512 10.83977 -8.45020 0.441
H 10.34335 12.53637 -8.71502 0.300
H 9.43069 11.80441 -7.38955 0.325
H 13.78542 12.11693 -7.47688 0.375
H 12.66092 11.59946 -8.71912 0.447
H 12.05072 13.82608 -9.25948 -0.035
H 13.79406 13.75460 -9.18772 0.451
H 12.78906 15.72969 -8.09273 0.479
H 13.73404 14.64882 -6.91252 0.336
H 12.53863 15.53660 -4.89618 0.413
H 11.81656 16.70415 -5.95330 0.414
H 10.80436 15.70758 -4.92149 0.426
H 10.53474 16.20752 -7.99057 0.413
H 10.18149 14.50356 -8.38218 0.195
H 9.46898 15.35267 -6.93201 0.387
H 10.95567 10.71505 -5.50163 0.413
H 12.70324 11.13648 -5.43735 0.465
H 12.16546 10.12064 -6.69450 0.387
H 10.64554 13.11377 -4.49770 0.353
C 7.35145 11.57151 -13.89008 -1.957
C 6.82040 11.74754 -15.33671 2.154
C 6.00639 10.52503 -15.71737 -1.242
C 4.88610 10.76780 -16.74998 -0.758
C 4.00110 11.91242 -16.22757 -1.196
C 4.81300 13.20415 -16.05600 1.290
N 6.06215 12.99996 -15.35508 0.537
O 6.70836 14.19983 -15.01099 -0.278
C 5.07118 13.78374 -17.45508 -1.785
C 3.86038 14.18140 -15.33565 -2.004
C 8.02480 11.88567 -16.26004 -1.291
H 7.86889 10.61024 -13.81750 0.422
H 6.55508 11.60820 -13.14687 0.553
H 8.11065 12.32070 -13.65438 0.034
H 6.64280 9.77336 -16.19048 0.310
H 5.62278 10.02459 -14.82556 0.446
H 4.25995 9.88246 -16.90732 0.429
H 5.24920 10.86943 -17.77749 0.366
H 3.62694 11.52807 -15.27435 0.365
H 3.13885 12.07137 -16.87256 0.523
H 5.79702 13.24362 -18.05890 0.307
H 4.10651 13.84136 -17.96786 0.438
H 5.38840 14.82770 -17.37342 0.411
H 4.28034 15.16312 -15.10823 0.383
H 3.05693 14.46873 -16.02252 0.436
H 3.38242 13.70318 -14.48107 0.438
H 7.68316 12.20116 -17.25148 0.310
H 8.72940 11.05680 -16.30108 0.603
H 8.61461 12.76300 -15.96723 -0.450
H 6.43169 14.25685 -14.08740 0.271
```

***

This record from OMol25 describes a 16-piece molecular cluster, C24H80O16 overall. The level of theory is ωB97M-V with the def2-TZVPD basis set.

Calculated values
largest force on an atom: 2.7 eV/A
orbital gap: 9.64 eV
calculated total energy: -58943.8268 eV
HOMO energy: -0.346 Ha
energy above the lowest of the compared OMol25 structures with the same formula, charge and spin: 2.394 eV
lowest unoccupied orbital energy: 0.229 eV

```
120
Properties=species:S:1:pos:R:3:mulliken_charge:R:1
O -1.06909 -1.50199 3.74959 -0.385
H -1.17402 -1.39060 4.72910 0.353
H -1.55111 -0.72925 3.42819 0.283
O 3.01937 -3.11579 0.17967 -0.508
H 3.36282 -3.90963 0.54089 0.221
H 2.73659 -2.56026 0.90420 0.148
O 1.64157 -3.02334 -2.30338 -0.571
H 2.14725 -2.42012 -2.88601 0.261
H 2.06463 -2.95769 -1.40694 0.222
O 3.09616 0.42037 -2.72401 -0.543
H 2.23038 0.19080 -2.30999 0.214
H 3.68121 -0.32083 -2.51383 0.305
C -5.01058 -2.05672 1.57213 -1.493
C -3.84315 -1.77574 0.67476 1.020
O -3.64697 -0.34102 0.49300 -0.615
H -5.05907 -3.09563 1.85476 0.428
H -5.97286 -1.81892 1.12096 0.405
H -4.88897 -1.53439 2.53286 0.272
H -3.86198 -2.27049 -0.30809 0.229
H -2.92008 -2.13095 1.14482 -0.554
H -4.49574 0.09732 0.30463 0.205
C 3.51898 -1.58579 4.74985 -1.349
C 2.03665 -1.40224 4.51721 0.456
O 1.58609 -2.58416 3.70656 -0.530
H 3.91322 -0.82463 5.43661 0.381
H 4.05423 -1.50793 3.80066 0.277
H 3.64516 -2.60843 5.15451 0.301
H 1.84553 -0.45959 4.01011 -0.079
H 1.47398 -1.35769 5.46367 0.292
H 0.64377 -2.31939 3.46553 0.077
C -1.41839 -4.72882 0.59286 -0.918
C -1.09122 -3.98490 1.87992 0.514
O -2.27794 -3.63528 2.65937 -0.617
H -1.81697 -4.00572 -0.12965 -0.097
H -2.15353 -5.52560 0.68286 0.412
H -0.51001 -5.14847 0.14016 0.322
H -0.57370 -3.04641 1.62121 -0.486
H -0.40709 -4.53576 2.53014 0.439
H -1.94605 -2.97406 3.29801 0.486
C -0.82026 4.05237 -0.54143 -0.491
C -2.13176 3.59158 -1.13376 0.662
O -3.20608 4.46861 -0.86154 -0.651
H -0.80666 4.08678 0.55835 0.199
H -0.43553 4.96830 -0.96920 0.456
H -0.07897 3.30062 -0.79453 -0.446
H -2.32974 2.54923 -0.73691 -0.358
H -2.09969 3.56142 -2.22372 0.144
H -3.01030 4.75304 0.04162 0.381
C 6.94442 -0.57698 -2.62719 -0.941
C 6.25233 -1.90888 -2.32713 -0.337
O 4.91857 -1.64378 -1.88114 -0.491
H 6.23161 -0.03113 -3.26115 0.186
H 7.81323 -0.79965 -3.25223 0.353
H 7.27024 0.01813 -1.76351 0.275
H 6.72516 -2.46473 -1.53781 0.318
H 6.31537 -2.59789 -3.18193 0.335
H 4.50581 -2.40211 -1.46471 0.200
C -0.40589 2.52532 -5.80502 -1.256
C 0.43125 2.34261 -4.53013 0.115
O 0.03160 3.24901 -3.50863 -0.431
H -0.34737 3.55494 -6.12451 0.369
H -1.44410 2.24758 -5.56665 0.132
H -0.09704 1.93619 -6.64161 0.393
H 1.47436 2.54361 -4.77206 0.411
H 0.37331 1.35743 -4.09456 -0.044
H 0.78057 3.36861 -2.90146 0.484
C -3.29705 1.29514 -3.70474 -1.206
C -2.48053 0.06094 -3.35142 0.091
O -2.03342 0.18013 -1.99802 0.609
H -3.54334 1.26525 -4.75878 0.434
H -2.67996 2.17477 -3.53131 -0.124
H -4.22616 1.32267 -3.16127 0.390
H -1.52383 -0.00104 -3.90873 0.323
H -3.05857 -0.82371 -3.48022 0.064
H -2.71215 -0.08339 -1.36621 -0.346
C -3.19088 3.02204 2.48635 -0.653
C -3.15664 1.82824 3.41841 -0.469
O -2.43207 0.76768 2.76689 -0.324
H -2.17401 3.39696 2.48178 -0.039
H -3.78512 3.87244 2.82997 0.468
H -3.55781 2.75006 1.48102 0.265
H -4.18298 1.47702 3.65009 0.299
H -2.68333 2.00728 4.38652 0.360
H -3.02780 0.51232 2.02458 -0.178
C 4.18305 3.51169 -0.60712 -1.337
C 2.70765 3.51103 -0.82613 0.395
O 2.46175 3.34965 -2.19364 -0.563
H 4.62530 2.58139 -0.98248 0.303
H 4.36320 3.56122 0.47434 0.390
H 4.64157 4.37626 -1.12024 0.309
H 2.25508 4.48923 -0.53632 0.331
H 2.23353 2.74367 -0.17364 -0.148
H 2.84815 2.51627 -2.52812 0.186
C 0.05715 1.98857 4.79742 -0.501
C -0.14442 3.52233 5.00608 -0.260
O 0.12996 3.97960 6.34445 -0.535
H -0.54903 1.42685 5.53038 0.220
H 1.10568 1.79196 4.94681 0.558
H -0.24234 1.75276 3.74919 -0.127
H -1.20693 3.66926 4.80495 0.103
H 0.45131 4.04583 4.23927 0.259
H 0.95665 3.58285 6.61572 0.323
C -2.87395 -4.07703 -3.12259 -1.189
C -1.42324 -3.55172 -3.09987 0.234
O -0.59840 -4.58725 -2.52506 -0.557
H -2.94448 -5.10783 -3.47573 0.348
H -3.60479 -3.40597 -3.61226 0.321
H -3.24467 -4.08748 -2.08818 0.159
H -1.32834 -2.63502 -2.49107 -0.231
H -1.06971 -3.34268 -4.10358 0.499
H 0.25862 -4.08735 -2.55127 0.469
C 1.31847 -0.44686 1.07165 -0.231
C 0.19990 -0.68398 0.05206 1.045
O 0.50556 0.15908 -1.07643 0.852
H 2.30204 -0.49300 0.60758 0.470
H 1.25663 -1.26275 1.79137 -0.930
H 1.18044 0.49939 1.59225 0.239
H -0.74913 -0.41783 0.57710 -0.584
H 0.19188 -1.74923 -0.25663 -0.319
H -0.37201 0.28182 -1.54951 -0.205
```

***

This record from OMol25 describes C36H23N4O2RuS2 as an isolated structure. The level of theory is ωB97M-V with the def2-TZVPD basis set.

Calculated values
largest force on an atom: 0.8 eV/A
orbital gap (spin up / spin down): 5.98 / 6.09 eV
calculated total energy: -72016.1279 eV
HOMO energy (spin up / spin down): -0.056 / -0.060 Ha
⟨S²⟩: 0.757
spin multiplicity: 2
charge: -2
energy above the lowest of the compared OMol25 structures with the same formula, charge and spin: 0.649 eV
lowest unoccupied orbital energy (spin up / spin down): 4.463 / 4.463 eV

```
68
Properties=species:S:1:pos:R:3:mulliken_charge:R:1
Ru 0.90944 0.02380 -0.27894 -0.314
O 0.15184 1.16403 -1.79080 -0.180
C -0.31363 2.36338 -1.66566 0.594
C -0.59391 3.08465 -2.85598 -0.760
C -1.08536 4.36666 -2.83853 -0.310
C -1.34553 5.01765 -1.62708 -0.736
C -1.10416 4.33318 -0.45633 -0.652
C -0.60240 3.02246 -0.43287 0.621
C -0.45079 2.41487 0.87087 -0.825
N -0.00073 1.23645 1.10644 1.154
N 0.03734 0.84159 2.43291 -1.018
C 0.59250 -0.34610 2.52401 0.550
O 1.01140 -1.06290 1.56326 -0.825
C 0.69705 -0.92597 3.89963 0.261
C 1.29743 -2.17046 4.06098 -0.463
C 1.40735 -2.73693 5.32252 -0.686
C 0.91900 -2.06474 6.43445 -0.337
C 0.32041 -0.82018 6.27741 -0.632
C 0.21004 -0.25303 5.01762 -0.144
H -0.38520 2.57192 -3.78657 0.414
H -1.26929 4.87900 -3.77727 0.361
H -1.72850 6.03022 -1.60883 0.357
H -1.30926 4.81068 0.49704 0.298
H -0.75040 3.00301 1.73709 0.199
H 1.67149 -2.67264 3.17908 0.398
H 1.87854 -3.70580 5.43775 0.380
H 1.00641 -2.50650 7.42048 0.357
H -0.05997 -0.28933 7.14258 0.363
H -0.24876 0.71555 4.87521 0.428
S 3.14324 0.81694 0.60561 -0.568
C 4.26338 -0.22766 -0.20179 0.638
C 5.56718 -0.35405 0.28007 -1.068
C 6.50770 -1.17261 -0.33758 0.568
C 7.82783 -1.26243 0.20344 0.004
N 8.88616 -1.32656 0.65508 -0.637
C 6.13803 -1.89976 -1.48353 0.479
C 4.84032 -1.78192 -1.97166 -1.058
C 3.89327 -0.95462 -1.36553 0.402
S 2.32263 -0.75519 -2.07091 -0.483
C 7.06928 -2.75719 -2.14676 0.000
N 7.82021 -3.44221 -2.68986 -0.633
H 5.85285 0.20497 1.16177 0.451
H 4.55053 -2.34652 -2.84857 0.479
C -1.81294 -6.59172 -1.35021 -0.395
C -2.56513 -5.42633 -1.27208 -0.729
C -1.96144 -4.20174 -1.03319 -0.098
C -0.57269 -4.09696 -0.87098 0.656
C 0.16558 -5.28716 -0.93902 -0.603
C -0.43747 -6.51112 -1.17659 -0.529
C 0.15850 -2.84957 -0.60872 -0.244
C -0.22585 -1.58263 -0.79272 -0.396
C -1.52095 -1.16412 -1.37249 0.485
C -1.74541 -1.24610 -2.74779 0.505
C -2.93471 -0.79618 -3.29937 -0.814
C -3.92438 -0.25231 -2.49031 -0.436
C -3.70427 -0.15329 -1.12125 -0.881
C -2.51294 -0.59571 -0.56965 0.317
H -2.29126 -7.54612 -1.53659 0.348
H -3.64199 -5.46938 -1.39278 0.373
H -2.57730 -3.31652 -0.96209 0.488
H 1.24024 -5.23269 -0.80740 0.412
H 0.17117 -7.40704 -1.22776 0.346
H 1.16861 -3.00453 -0.23918 -0.013
H -0.96479 -1.65926 -3.37531 0.381
H -3.08734 -0.86213 -4.37084 0.350
H -4.85042 0.10744 -2.92332 0.342
H -4.46132 0.28472 -0.48064 0.355
H -2.32719 -0.49781 0.49431 0.353
```

***

> Look up the calculated total energy of the third one.

-58943.8268 eV

***

> Look up the calculated total energy of the second one.

-48978.0431 eV

***

> Which of these has the highest energy above the lowest of the compared OMol25 structures with the same formula, charge and spin?

C30H69N3O6

***

> The lowest largest force on an atom belongs to which entry?

C36H23N4O2RuS2